The following is a quantum chemistry calculation of a molecular structure, C14H25CuN5O6 at a distorted geometry, from the OMol25 dataset.

## Properties
Orbital gap (spin up / spin down): 6.905 / 6.760 eV
HOMO level (spin up / spin down): -7.9 / -8.0 eV

The geometry in ORCA input format:
```
! RIJCOSX wB97M-V def2-TZVPD def2/J DEFGRID3
* xyz 0 2
O -0.94 0.48 -3.15
H -0.97 1.07 -3.90
Cu -0.96 0.43 -1.11
N -0.21 1.66 0.58
N 1.06 0.90 -1.44
N -1.55 -0.76 0.61
N -0.46 -1.51 -1.43
O -0.72 1.87 1.75
O -1.95 -0.32 1.81
O 0.42 -1.89 -2.35
O 1.84 0.26 -2.23
C 1.55 2.02 -0.87
C 0.83 2.45 0.28
C -1.77 -2.05 0.39
C -1.12 -2.49 -0.81
C 1.25 3.55 1.18
H 1.67 3.16 2.11
H 0.39 4.17 1.44
H 2.00 4.20 0.71
C 2.82 2.66 -1.30
H 3.12 2.25 -2.27
H 3.61 2.48 -0.57
H 2.69 3.75 -1.39
C -2.49 -2.99 1.29
C -1.07 -3.92 -1.22
H -3.00 -2.44 2.08
H -1.79 -3.71 1.75
H -3.24 -3.58 0.74
H -0.52 -4.02 -2.16
H -2.09 -4.31 -1.34
H -0.59 -4.51 -0.43
H -1.51 0.63 1.87
H 0.90 -1.01 -2.59
C -2.42 1.27 -1.55
H -2.32 2.33 -1.17
H -3.17 0.88 -0.75
H -2.71 1.28 -2.72
O -5.07 3.27 -0.78
H -5.70 2.60 -0.49
H -4.51 3.41 0.03
C 3.53 -1.62 2.44
C 2.46 -0.93 3.02
C 1.41 -0.50 2.19
N 1.41 -0.70 0.87
C 2.41 -1.37 0.33
C 3.51 -1.84 1.06
H 4.36 -1.97 3.05
H 2.39 -0.72 4.08
H 0.56 0.04 2.60
H 2.36 -1.53 -0.75
H 4.30 -2.36 0.53
*
```

The following is a quantum chemistry calculation of a molecular structure, C14H25EuI2O4P2S at a distorted geometry, from the OMol25 dataset.

## Properties
Orbital gap (spin up / spin down): 6.278 / 2.932 eV
HOMO level (spin up / spin down): -13.8 / -13.7 eV

The geometry in ORCA input format:
```
! RIJCOSX wB97M-V def2-TZVPD def2/J DEFGRID3
* xyz 2 7
I -0.97 2.51 -1.68
I -3.84 0.84 -2.64
Eu 0.90 1.00 -0.10
P 1.05 -0.90 -2.18
C 0.41 -0.91 -3.88
C 2.79 -0.36 -2.46
H 3.26 -1.14 -3.07
H 2.24 -2.95 -2.52
H 3.36 -0.22 -1.52
H 1.72 -2.76 -0.80
H 0.25 0.13 -4.21
H 2.83 0.59 -3.03
C 1.42 -2.65 -1.85
H 1.16 -1.42 -4.51
H 0.53 -3.25 -2.06
H -0.55 -1.44 -3.89
P -1.07 1.00 2.07
C -2.71 1.76 1.86
C -1.37 -0.35 3.26
H 0.68 1.86 3.58
H -0.95 2.46 4.01
H -0.06 3.17 2.64
C -0.27 2.24 3.18
H -0.42 -0.79 3.57
H -1.92 0.02 4.13
H -3.10 2.08 2.84
H -3.37 1.01 1.41
H -1.95 -1.12 2.74
H -2.62 2.61 1.18
C -1.42 -0.45 -0.51
O -2.10 -1.35 -0.28
C 7.29 -3.64 4.06
C 6.07 -2.93 3.57
C 6.19 -1.57 3.31
C 5.11 -0.82 2.86
C 3.88 -1.45 2.64
C 3.74 -2.82 2.87
C 4.84 -3.56 3.32
S 2.41 -0.48 2.26
O 1.81 -0.21 3.55
O 2.78 0.77 1.50
O 1.62 -1.35 1.34
H 8.14 -3.48 3.37
H 7.61 -3.22 5.02
H 7.13 -4.69 4.22
H 7.16 -1.10 3.51
H 5.22 0.26 2.75
H 2.75 -3.27 2.78
H 4.77 -4.63 3.51
*
```

The following is a quantum chemistry calculation of a molecular structure, C14H25F2O9S2Zn at a distorted geometry, from the OMol25 dataset.

## Properties
Orbital gap (spin up / spin down): 6.692 / 6.387 eV
HOMO level (spin up / spin down): -9.0 / -9.0 eV

The geometry in ORCA input format:
```
! RIJCOSX wB97M-V def2-TZVPD def2/J DEFGRID3
* xyz 0 2
Zn 17.01 -26.55 25.77
C 13.98 -28.21 28.40
C 14.60 -28.18 27.00
O 15.96 -27.91 26.98
H 14.06 -27.16 28.69
H 14.43 -29.03 28.95
H 12.95 -28.51 28.23
H 14.10 -27.33 26.53
H 14.36 -29.14 26.54
F 17.82 -27.95 24.51
F 18.64 -26.40 26.97
O 19.76 -22.82 24.99
S 18.99 -23.87 24.35
O 17.82 -24.49 25.00
O 18.64 -23.41 22.80
C 19.74 -23.13 21.95
C 19.27 -22.26 20.81
C 20.18 -25.35 23.89
H 20.17 -23.98 21.41
H 20.59 -22.70 22.48
H 20.11 -21.75 20.34
H 18.61 -21.59 21.36
H 18.74 -22.86 20.07
H 19.75 -26.07 23.19
H 20.52 -25.77 24.84
H 21.08 -25.01 23.38
O 15.58 -26.26 24.37
S 14.66 -26.43 23.24
O 13.31 -25.87 23.39
O 15.44 -25.92 21.84
C 16.72 -26.50 21.43
C 17.48 -25.64 20.48
C 14.49 -28.24 22.72
H 16.66 -27.38 20.79
H 17.22 -26.71 22.37
H 17.33 -24.59 20.70
H 17.13 -25.71 19.45
H 18.54 -25.90 20.54
H 13.87 -28.70 23.49
H 15.44 -28.77 22.80
H 14.03 -28.30 21.74
C 15.03 -24.12 30.36
C 15.85 -24.42 29.36
C 15.41 -24.63 27.93
O 16.11 -25.06 26.99
C 14.02 -24.18 27.73
C 13.23 -23.87 28.81
C 13.67 -23.69 30.18
O 13.00 -23.39 31.12
H 15.49 -24.21 31.33
H 16.92 -24.53 29.36
H 13.61 -24.19 26.73
H 12.21 -23.61 28.58
*
```

The following is a quantum chemistry calculation of a molecular structure, C14H25F6N2O6Zr, from the OMol25 dataset.

## Properties
Orbital gap: 7.910 eV
HOMO level: -18.3 eV

The geometry in ORCA input format:
```
! RIJCOSX wB97M-V def2-TZVPD def2/J DEFGRID3
* xyz 3 1
Zr -0.18 1.10 -0.05
C -1.04 -0.44 2.30
C -1.79 -1.19 1.20
O -1.67 -0.40 -0.04
C -1.92 -1.10 -1.31
C -0.96 -0.65 -2.45
O 0.06 0.28 -1.96
C 1.44 0.31 -2.45
C 2.42 0.11 -1.29
O 1.92 0.78 -0.06
C 2.50 0.29 1.21
C 1.44 0.44 2.29
O 0.23 -0.07 1.66
H -0.86 -1.10 3.15
H -1.54 0.46 2.65
H -2.84 -1.30 1.46
H -1.33 -2.16 1.01
H -2.96 -0.92 -1.58
H -1.78 -2.16 -1.13
H -1.51 -0.13 -3.24
H -0.46 -1.51 -2.86
H 1.57 1.26 -2.97
H 1.59 -0.50 -3.17
H 3.39 0.55 -1.55
H 2.52 -0.94 -1.05
H 3.39 0.87 1.43
H 2.76 -0.76 1.06
H 1.27 1.47 2.61
H 1.71 -0.15 3.17
C -1.55 4.92 1.33
C -1.14 3.82 0.38
O -0.75 2.62 1.02
C -2.33 3.41 -0.52
F -3.36 3.03 0.18
F -2.66 4.21 -1.47
F -1.89 2.17 -1.20
C 0.08 4.24 -0.47
F 1.09 4.60 0.26
F 0.55 3.00 -1.13
F -0.15 5.08 -1.43
H -2.38 4.58 1.94
H -1.85 5.82 0.78
H -0.71 5.17 1.98
C 0.94 -5.43 1.02
N 0.84 -3.99 0.78
C 0.79 -3.41 -0.43
N 0.75 -4.23 -1.50
O 0.74 -2.16 -0.56
H 1.01 -5.60 2.09
H 1.84 -5.85 0.56
H 0.06 -5.96 0.65
H 0.99 -3.37 1.55
H 0.90 -5.22 -1.41
H 0.85 -3.84 -2.42
*
```

The following is a quantum chemistry calculation of 2 unconnected molecules or ions with the total composition C14H25N2OS, from the OMol25 dataset.

## Properties
Orbital gap: 9.578 eV
HOMO level: -12.3 eV

The geometry in ORCA input format:
```
! RIJCOSX wB97M-V def2-TZVPD def2/J DEFGRID3
* xyz 1 1
C -0.80 -0.13 -2.03
C -1.07 1.29 -1.53
S -1.39 1.15 0.24
C -0.90 2.70 1.03
C 0.56 2.67 1.47
C 1.01 1.37 2.16
C 2.12 0.71 1.34
O 2.56 -0.48 1.95
C -3.20 1.10 0.39
C -3.58 -0.23 1.02
C -4.08 -0.23 2.44
N -3.43 -1.24 0.27
H -1.73 -0.66 -2.22
H -0.24 -0.71 -1.30
H -0.24 -0.08 -2.96
H -1.94 1.71 -2.03
H -0.22 1.94 -1.70
H -1.57 2.82 1.88
H -1.11 3.53 0.35
H 1.22 2.86 0.62
H 0.68 3.51 2.15
H 0.20 0.67 2.35
H 1.44 1.60 3.14
H 2.95 1.42 1.30
H 1.80 0.54 0.31
H 2.62 -1.16 1.28
H -3.63 1.18 -0.61
H -3.52 1.96 0.97
H -5.14 0.00 2.49
H -3.54 0.51 3.04
H -3.90 -1.20 2.88
H -3.69 -2.10 0.75
N 3.20 -1.82 -0.52
C 2.65 -1.10 -1.50
C 2.35 -1.61 -2.75
C 2.65 -2.94 -3.01
C 3.25 -3.69 -2.02
C 3.49 -3.09 -0.79
H 2.43 -0.07 -1.26
H 1.88 -0.99 -3.50
H 2.42 -3.38 -3.98
H 3.51 -4.73 -2.17
H 3.95 -3.65 0.02
*
```

The following is a quantum chemistry calculation of C14H25N3O5 in the gas phase at a distorted geometry, from the OMol25 dataset.

## Properties
Orbital gap: 9.616 eV
HOMO level: -9.2 eV

The geometry in ORCA input format:
```
! RIJCOSX wB97M-V def2-TZVPD def2/J DEFGRID3
* xyz 0 1
C -1.23 -1.05 4.35
N -0.71 -0.12 3.29
C 0.06 1.01 3.68
O 0.29 1.29 4.84
C 0.73 1.78 2.56
C 2.13 2.28 2.89
C 3.00 3.19 1.96
C 3.52 2.42 0.75
O 3.71 1.17 0.70
O 4.07 3.20 -0.22
N 0.72 1.00 1.33
C 0.31 1.38 0.07
O 0.08 2.66 -0.13
C 0.22 0.32 -1.13
C 1.56 -0.38 -1.53
C 1.86 -1.06 -2.91
C 1.52 -0.17 -4.09
C 3.37 -1.38 -2.96
N -0.62 -0.92 -0.93
C -0.55 -1.88 0.00
C -1.29 -3.07 -0.16
O 0.04 -1.72 1.08
H -0.55 -1.02 5.27
H -2.30 -0.77 4.52
H -1.23 -2.10 3.85
H -0.76 -0.37 2.29
H 0.04 2.62 2.31
H 2.77 1.55 3.34
H 1.92 2.98 3.75
H 3.86 3.60 2.53
H 2.35 4.05 1.79
H 4.48 2.48 -0.72
H 0.96 0.04 1.48
H -0.08 0.84 -2.05
H 2.33 0.40 -1.61
H 1.91 -1.07 -0.74
H 1.35 -2.01 -2.83
H 2.43 0.18 -4.59
H 1.12 0.77 -3.83
H 0.94 -0.75 -4.81
H 3.63 -2.30 -2.33
H 3.59 -1.67 -4.06
H 4.05 -0.57 -2.65
H -1.31 -1.24 -1.57
H -1.78 -3.23 0.72
H -0.47 -3.83 -0.28
H -2.06 -3.00 -0.89
*
```

The following is a quantum chemistry calculation of C14H25N3O6S in the gas phase at a distorted geometry, from the OMol25 dataset.

## Properties
Orbital gap: 9.562 eV
HOMO level: -9.2 eV

The geometry in ORCA input format:
```
! RIJCOSX wB97M-V def2-TZVPD def2/J DEFGRID3
* xyz 0 1
C -3.82 -1.39 0.66
C -2.42 -1.68 1.21
C -1.87 -0.34 1.59
N -0.45 -0.45 2.08
C -0.26 -0.52 3.53
C -0.22 0.87 4.22
C 1.00 1.75 3.74
C 0.58 -0.36 1.09
O 1.75 -0.23 1.42
C 0.26 -0.49 -0.42
O 0.08 -1.85 -0.92
C -0.02 -2.03 -2.35
C -0.61 -3.34 -2.66
O -0.39 -4.27 -1.99
O -1.39 -3.44 -3.71
C 0.43 -1.15 -3.28
C 1.21 0.05 -2.88
N 2.50 -0.03 -3.59
C 1.46 0.05 -1.40
N 2.08 1.26 -0.86
S 1.37 2.82 -0.73
C 1.42 3.56 -2.36
O 2.18 3.58 0.22
O 0.01 2.60 -0.24
H -4.43 -0.73 1.42
H -4.39 -2.35 0.57
H -3.64 -0.89 -0.33
H -2.35 -2.27 2.10
H -1.91 -2.20 0.38
H -2.46 0.09 2.39
H -1.88 0.40 0.80
H 0.64 -1.01 3.67
H -1.04 -1.09 3.98
H -1.15 1.47 4.11
H -0.22 0.82 5.33
H 1.84 1.24 3.87
H 1.05 2.65 4.36
H 0.90 2.15 2.72
H -0.57 0.23 -0.65
H -1.38 -4.36 -3.86
H 0.34 -1.27 -4.41
H 0.63 0.86 -3.20
H 3.15 0.78 -3.41
H 3.08 -0.87 -3.33
H 2.35 -0.65 -1.20
H 2.31 1.05 0.15
H 2.49 3.69 -2.55
H 0.95 2.83 -2.93
H 0.81 4.45 -2.34
*
```

The following is a quantum chemistry calculation of C14H25N3S in the gas phase, from the OMol25 dataset.

## Properties
Orbital gap: 8.468 eV
HOMO level: -7.8 eV

The geometry in ORCA input format:
```
! RIJCOSX wB97M-V def2-TZVPD def2/J DEFGRID3
* xyz 0 1
C 0.10 -5.17 -2.11
C -1.15 -5.57 -1.92
C -2.24 -4.76 -1.29
N -1.78 -3.56 -0.65
C -1.91 -2.33 -1.20
S -2.90 -2.08 -2.51
N -1.22 -1.31 -0.65
C -1.52 0.07 -0.99
C -1.56 0.90 0.29
N -0.28 0.91 1.00
C 0.38 2.20 1.06
C 1.49 2.21 2.12
C 2.01 3.63 2.31
C 2.57 4.18 0.99
C 1.50 4.13 -0.09
C 0.96 2.72 -0.27
C 0.55 -0.22 0.64
C -0.30 -1.47 0.47
H 0.83 -5.80 -2.58
H 0.43 -4.18 -1.82
H -1.46 -6.56 -2.24
H -2.96 -4.46 -2.06
H -2.78 -5.38 -0.56
H -1.12 -3.69 0.10
H -0.77 0.46 -1.69
H -2.49 0.09 -1.49
H -2.32 0.48 0.96
H -1.86 1.92 0.04
H -0.39 2.91 1.38
H 1.09 1.83 3.05
H 2.31 1.57 1.81
H 2.80 3.64 3.07
H 1.20 4.28 2.66
H 2.92 5.20 1.13
H 3.42 3.57 0.68
H 1.91 4.50 -1.04
H 0.67 4.80 0.18
H 1.78 2.07 -0.60
H 0.19 2.71 -1.05
H 1.26 -0.40 1.45
H 1.12 -0.06 -0.29
H 0.37 -2.32 0.28
H -0.85 -1.66 1.40
*
```

The following is a quantum chemistry calculation of a molecular structure, C14H26AsO3PPdS at a distorted geometry, from the OMol25 dataset.

## Properties
Orbital gap: 5.255 eV
HOMO level: -0.1 eV

The geometry in ORCA input format:
```
! RIJCOSX wB97M-V def2-TZVPD def2/J DEFGRID3
* xyz -2 1
Pd 0.15 -0.33 0.27
C 1.88 1.04 2.51
O 2.65 0.94 1.33
C 2.06 0.31 0.20
O 2.79 0.34 -0.77
H 2.51 0.76 3.36
H 1.01 0.37 2.46
H 1.51 2.06 2.64
C -3.46 0.14 0.75
P -2.13 -0.80 -0.09
C -2.35 -0.17 -1.81
C -3.00 -2.41 -0.23
H -4.41 0.04 0.22
H -3.16 1.19 0.82
H -3.58 -0.24 1.77
H -3.41 -0.04 -2.06
H -1.90 -0.89 -2.50
H -1.82 0.78 -1.89
H -3.89 -2.31 -0.85
H -3.29 -2.74 0.77
H -2.30 -3.15 -0.62
S -0.80 2.47 0.57
C -0.31 4.09 0.18
C -1.26 5.11 -0.04
C -0.89 6.42 -0.30
C 0.46 6.77 -0.37
C 1.41 5.78 -0.18
C 1.04 4.47 0.09
H -2.31 4.84 0.01
H -1.65 7.17 -0.46
H 0.75 7.80 -0.58
H 2.47 6.03 -0.24
H 1.79 3.70 0.22
C 1.12 -2.00 -2.04
As 1.00 -2.66 -0.12
C 2.40 -2.62 1.31
C 1.92 -4.39 -0.82
O -0.40 -3.44 0.37
H 2.11 -2.21 -2.43
H 0.92 -0.93 -2.08
H 0.37 -2.57 -2.59
H 3.34 -3.01 0.92
H 2.01 -3.29 2.08
H 2.54 -1.62 1.71
H 2.91 -4.21 -1.24
H 1.27 -4.81 -1.59
H 2.00 -5.11 -0.01
*
```

The following is a quantum chemistry calculation of 2 unconnected molecules or ions with the total composition C14H26BrF3N3O5S, from the OMol25 dataset.

## Properties
Orbital gap: 8.694 eV
HOMO level: -11.2 eV

The geometry in ORCA input format:
```
! RIJCOSX wB97M-V def2-TZVPD def2/J DEFGRID3
* xyz 1 1
C 3.48 -0.03 -0.53
C 2.22 -0.57 0.13
O 1.19 -0.91 -0.81
C 0.65 0.18 -1.51
C -0.55 0.77 -0.76
N -1.85 0.54 -1.45
C -2.71 1.40 -0.88
N -4.00 1.19 -0.73
C -4.76 0.02 -1.18
C -5.57 -0.53 -0.02
O -4.65 -0.74 1.03
C -6.69 0.45 0.41
F -6.24 1.33 1.31
F -7.13 1.16 -0.65
F -7.73 -0.21 0.94
N -2.08 2.54 -0.51
S -2.83 3.77 0.45
C -4.14 4.32 -0.61
O -1.85 4.79 0.52
O -3.37 3.11 1.58
C -0.60 2.27 -0.60
Br 0.47 2.85 0.86
H 3.45 1.05 -0.67
H 4.34 -0.27 0.09
H 3.62 -0.50 -1.50
H 1.82 0.13 0.87
H 2.43 -1.50 0.65
H 1.39 0.96 -1.71
H 0.31 -0.19 -2.48
H -0.62 0.30 0.22
H -2.15 -0.43 -1.47
H -4.53 1.87 -0.20
H -5.40 0.31 -2.01
H -4.08 -0.76 -1.52
H -6.06 -1.46 -0.32
H -5.02 -1.34 1.69
H -3.96 5.38 -0.78
H -5.08 4.17 -0.08
H -4.14 3.80 -1.57
H -0.26 2.78 -1.50
C 6.38 -3.73 2.13
C 7.43 -3.26 1.12
C 6.58 -3.09 -0.14
O 5.28 -2.70 0.31
C 5.18 -2.89 1.72
H 6.67 -3.57 3.16
H 6.17 -4.79 1.99
H 7.86 -2.31 1.42
H 8.24 -3.97 0.98
H 6.50 -4.03 -0.69
H 6.96 -2.32 -0.81
H 5.19 -1.92 2.22
H 4.22 -3.38 1.94
*
```

| no. | E_tot (eV) |
| --- | --- |
| 1 | -79287.604 |
| 2 | -88039.391 |
| 3 | -108868.393 |
| 4 | -47750.494 |
| 5 | -30779.095 |
| 6 | -29630.663 |
| 7 | -42511.306 |
| 8 | -30228.994 |
| 9 | -105523.638 |
| 10 | -118670.602 |